1.
Density functional theory data (ωB97M-V/def2-TZVPD) for the molecule C3H8N2O.

Geometry as XYZ:
```
14
Properties=species:S:1:pos:R:3:lowdin_charge:R:1
O -1.5992 1.8044 1.7546 0.07
N 1.7829 -0.0245 -1.4946 -0.02
N -1.1131 -0.2457 0.8388 -0.03
C -1.9768 0.8606 1.1247 -0.32
C -0.1989 -0.6700 -0.2804 -0.19
C 1.1652 -0.0890 -0.1460 -0.27
H 2.7808 -0.1587 -1.4859 0.05
H 1.7558 -0.7054 0.5333 0.11
H -0.2601 -1.7387 -0.0896 0.11
H 1.4882 0.7859 -1.9971 0.05
H -0.6929 -0.5208 -1.2368 0.11
H 1.2317 0.9156 0.2718 0.11
H -3.0167 0.7898 0.7642 0.12
H -1.3468 -1.0034 1.4430 0.09
```

HOMO-LUMO gap in Ha: 0.36824
SMILES string: NCCNC=O
Lowest unoccupied orbital energy in hartree: 0.032

---

2.
Density functional theory data (ωB97M-V/def2-TZVPD) for the molecule C3H8N2O.

Geometry as XYZ:
```
14
Properties=species:S:1:pos:R:3:lowdin_charge:R:1
O -0.0170 2.4882 0.6994 0.01
N 0.4200 -0.2077 -0.8103 -0.19
N -1.8610 1.1376 0.8484 0.15
C 0.3231 -0.0128 0.6823 -0.15
C 1.2552 -1.3136 -1.2428 -0.19
C -0.5196 1.3450 0.7812 -0.50
H -0.1820 -0.9927 1.2142 0.15
H 0.9161 -2.3837 -0.8508 0.09
H 2.3288 -0.9366 -0.7018 0.13
H -2.4641 1.9376 0.8728 0.10
H 1.3870 -1.3484 -2.4076 0.09
H -0.5796 -0.2598 -1.1440 0.12
H -2.2857 0.2316 0.9328 0.09
H 1.2789 0.3152 1.1262 0.11
```

HOMO-LUMO gap in Ha: 0.36186
SMILES string: CNCC(N)=O
Lowest unoccupied orbital energy in hartree: 0.028

---

3.
Density functional theory data (ωB97M-V/def2-TZVPD) for a structure of composition C3H8N2O.

Geometry as XYZ:
```
14
Properties=species:S:1:pos:R:3:lowdin_charge:R:1
O 1.0794 -0.8718 -1.6249 0.06
N 2.0244 -0.1400 0.4384 0.09
N -0.0877 0.1269 0.2561 -0.25
C -1.0451 -0.9430 0.5343 -0.05
C -0.6911 1.2694 -0.4291 -0.05
C 1.1400 -0.4029 -0.5100 -0.62
H -1.0496 0.9606 -1.4181 0.10
H -0.5374 -1.7362 1.0890 0.10
H -1.5228 1.6633 0.1626 0.09
H -1.8734 -0.5543 1.1341 0.09
H 0.0650 2.0489 -0.5534 0.10
H 0.9258 0.3002 1.0385 0.17
H 3.0013 -0.3650 0.2885 0.08
H -1.4288 -1.3563 -0.4059 0.10
```

HOMO-LUMO gap in Ha: 0.38270
Lowest unoccupied orbital energy in hartree: 0.032

---

4.
Density functional theory data (ωB97M-V/def2-TZVPD) for a structure of composition C3H8N2O.

Geometry as XYZ:
```
14
Properties=species:S:1:pos:R:3:lowdin_charge:R:1
O 1.5800 -0.2834 -0.3231 -0.06
N 0.5589 -1.4456 0.4859 0.16
N -1.7448 -0.7426 0.3559 0.05
C 0.4162 0.3815 -0.7452 -0.39
C 0.1457 1.6716 -0.0050 -0.06
C -0.6021 -0.8312 -0.3442 -0.47
H 0.1677 1.5157 1.0765 0.07
H 0.4308 0.5150 -1.8298 0.13
H -0.6938 -1.4819 -1.2178 0.12
H 0.5479 -1.1510 1.4615 0.13
H -0.8480 2.0416 -0.2723 0.08
H 0.8865 2.4342 -0.2496 0.08
H 0.7543 -2.4497 0.4135 0.13
H -1.5994 -0.1742 1.1935 0.01
```

HOMO-LUMO gap (spin up / spin down) in Ha: 0.31664 / 0.24892
Lowest unoccupied orbital energy (spin up / spin down) in hartree: -0.005 / -0.035

---

Energy relative to the best compared isomer or geometry (same formula, charge and spin) per entry: 54.5, 47.3, 51.5, 139.9 kcal per mole
E_tot per entry: -8266.9608, -8267.2738, -8267.0911, -8263.2615 eV